No. 1
18
Properties=species:S:1:pos:R:3 method="wB97M-V/def2-TZVPD" e_homo_ha=-0.3381 homo_lumo_gap_ha=0.3606 charge=0 smiles="CC1=C(F)CC[C@@H]1NCl" relative_energy_kcal_mol=7.00
C -0.52246 0.60209 -0.09870
C -1.39589 -0.31541 0.36188
C -0.81447 -1.74794 0.26775
C 0.55122 -1.48419 -0.57782
C 0.81296 0.02024 -0.39962
C -0.79729 2.06969 -0.12925
N 1.66354 0.18849 0.74878
F -2.61833 -0.10958 0.80257
Cl 3.42464 -0.00032 0.34787
H -0.60635 -2.29141 1.17633
H -1.63000 -2.34300 -0.16403
H 1.28168 -2.04714 -0.20428
H 0.42958 -1.65971 -1.63574
H 1.35985 0.55715 -1.29539
H -0.58167 2.51619 0.80194
H -1.90678 2.15299 -0.28835
H -0.26558 2.80552 -0.85638
H 1.61534 1.08633 1.14246

---

No. 2
21
Properties=species:S:1:pos:R:3 method="wB97M-V/def2-TZVPD" e_homo_ha=-0.3013 homo_lumo_gap_ha=0.3113 charge=0 relative_energy_kcal_mol=32.13
C 0.33293 -1.68057 -1.73466
C -0.22698 -0.77697 -2.55788
C -0.85129 -0.27272 -0.44789
C 1.83399 0.59712 3.74660
C -1.73287 1.23296 -2.16953
C 1.20007 0.59873 2.59585
N -0.06033 -1.33704 -0.46781
N -0.92297 0.10044 -1.72111
O 1.34989 1.30649 -0.02177
O 2.79714 -0.47396 0.82672
S 2.11864 0.77731 1.02791
Cl 3.43021 2.21813 1.49709
H 1.12612 -2.37274 -1.93941
H -0.18796 -0.84201 -3.64979
H 2.82402 0.83853 3.75462
H 1.22295 0.61571 4.68129
H 0.49991 -1.79834 0.22908
H -2.61598 0.93740 -2.89344
H -2.15546 1.71922 -1.26906
H -1.07844 1.98663 -2.73233
H 0.12813 0.55596 2.54838

---

No. 3
17
Properties=species:S:1:pos:R:3 method="wB97M-V/def2-TZVPD" e_homo_ha=-0.3125 homo_lumo_gap_ha=0.3233 charge=0 smiles="CC1=C(C)[Si@H](Cl)C=C1" relative_energy_kcal_mol=5.39
C 0.00434 0.09395 1.65799
C -1.19390 0.67826 1.75109
C 0.50734 -0.17411 0.34185
C -0.20204 0.33027 -0.71156
C 1.85868 -0.82876 0.38176
C 0.19782 -0.04930 -2.12082
Si -1.89869 0.79786 -0.02104
Cl -2.96533 2.42665 -0.55891
H 0.61209 -0.36531 2.49296
H -1.73566 0.55724 2.63311
H 1.77196 -1.68442 1.11278
H 2.46026 -0.16457 0.96361
H 2.37614 -0.91845 -0.59344
H -0.06131 -1.12609 -2.32578
H 1.25592 0.10305 -2.08078
H -0.16155 0.61606 -2.85122
H -2.82606 -0.29232 -0.07161